No. 1
2 unconnected molecules or ions with the total composition C2H8NO. Source: the OMol25 dataset; level of theory: ωB97M-V with the def2-TZVPD basis set.

Computed properties:
HOMO level: -15.784 eV
E_LUMO: -3.57 eV
energy above the lowest of the compared OMol25 structures with the same formula, charge and spin: 1.003 eV
strongest force on any atom: 1.8 eV/A

The geometry in ORCA input format:
```
! wB97M-V def2-TZVPD RIJCOSX def2/J DEFGRID3
* xyz 1 1
C -0.99016 0.21284 0.23644
C -2.29289 0.21247 0.07923
N -0.07800 -0.10300 -0.90730
H -0.46691 0.50352 1.12795
H -2.93588 0.46412 0.90801
H -2.79259 0.06261 -0.86788
H 0.87585 -0.01144 -0.52937
H -0.20048 -1.07830 -1.17121
H -0.11950 0.61206 -1.63235
H 3.20313 -1.00343 0.62927
H 2.92598 0.22534 1.51763
O 2.87146 -0.09679 0.60959
*
```

These are the natural (NBO) partial charges, in e, on atoms 1 to 6: -0.09 -0.31 -0.71 0.24 0.25 0.23



No. 2
2 unconnected molecules or ions with the total composition C2H8NO. Source: the OMol25 dataset; level of theory: ωB97M-V with the def2-TZVPD basis set.

Computed properties:
HOMO level: -16.587 eV
E_LUMO: -5.64 eV
energy above the lowest of the compared OMol25 structures with the same formula, charge and spin: 1.599 eV
strongest force on any atom: 4.1 eV/A

The geometry in ORCA input format:
```
! wB97M-V def2-TZVPD RIJCOSX def2/J DEFGRID3
* xyz 1 1
C 1.20921 -0.68261 1.07596
C -0.42496 -1.40856 -0.44662
N 0.34917 -0.42148 -0.10042
H 2.28559 -0.83456 0.73706
H 1.20201 0.20414 1.69562
H 0.90347 -1.58881 1.63259
H -0.15002 -2.36144 -0.11489
H -0.84146 -1.47708 -1.39315
H -0.01110 0.51827 -0.37139
H -1.87037 1.92835 -0.12295
H -1.01431 2.89546 -0.82617
O -0.95669 2.02663 -0.53873
*
```

These are the natural (NBO) partial charges, in e, on atoms 1 to 6: -0.45 0.13 -0.37 0.26 0.25 0.24



No. 3
2 unconnected molecules or ions with the total composition C2H8NO. Source: the OMol25 dataset; level of theory: ωB97M-V with the def2-TZVPD basis set.

Computed properties:
HOMO level: -14.533 eV
E_LUMO: -3.65 eV
energy above the lowest of the compared OMol25 structures with the same formula, charge and spin: 0.871 eV
strongest force on any atom: 4.5 eV/A

The geometry in ORCA input format:
```
! wB97M-V def2-TZVPD RIJCOSX def2/J DEFGRID3
* xyz 1 1
N -2.44239 0.81036 0.23818
H -2.47628 0.10442 -0.47354
H -2.89654 1.56835 -0.20079
H -2.95164 0.45997 1.02584
H -1.43893 0.76715 0.38671
O 0.17536 0.45077 0.02005
C 1.30972 0.17638 -0.36897
C 2.00500 -1.08709 -0.00893
H 1.98171 1.03277 -0.71732
H 1.48979 -1.81332 0.47809
H 2.87928 -0.84880 0.62607
H 2.36493 -1.62097 -1.00539
*
```

These are the natural (NBO) partial charges, in e, on atoms 1 to 6: -0.86 0.44 0.45 0.44 0.49 -0.66



No. 4
2 unconnected molecules or ions with the total composition C2H8NO. Source: the OMol25 dataset; level of theory: ωB97M-V with the def2-TZVPD basis set.

Computed properties:
HOMO level: -15.553 eV
E_LUMO: -3.48 eV
energy above the lowest of the compared OMol25 structures with the same formula, charge and spin: 0.897 eV
strongest force on any atom: 2.1 eV/A

The geometry in ORCA input format:
```
! wB97M-V def2-TZVPD RIJCOSX def2/J DEFGRID3
* xyz 1 1
C -0.69105 0.56599 0.69662
C -0.68616 0.12608 1.93677
N -0.69461 -0.42690 -0.40618
H -0.84893 1.56648 0.32706
H -0.81260 0.68195 2.85369
H -0.59782 -0.94130 2.13010
H 0.23896 -0.30942 -0.86076
H -0.73558 -1.40166 -0.08118
H -1.35854 -0.26602 -1.16579
H 2.36274 -0.53313 -1.49197
H 2.09936 0.90596 -2.06337
O 1.72423 0.03198 -1.87499
*
```

These are the natural (NBO) partial charges, in e, on atoms 1 to 6: -0.07 -0.33 -0.72 0.24 0.26 0.21



No. 5
2 unconnected molecules or ions with the total composition C2H8NO. Source: the OMol25 dataset; level of theory: ωB97M-V with the def2-TZVPD basis set.

Computed properties:
HOMO level: -13.480 eV
E_LUMO: -6.48 eV
energy above the lowest of the compared OMol25 structures with the same formula, charge and spin: 2.840 eV
strongest force on any atom: 3.4 eV/A

The geometry in ORCA input format:
```
! wB97M-V def2-TZVPD RIJCOSX def2/J DEFGRID3
* xyz 1 1
C -1.78094 0.41358 -0.74658
C -0.44482 1.87072 -2.19681
N -0.56620 1.18668 -1.06751
H -2.06923 0.35283 0.27523
H -2.58659 0.92594 -1.23687
H -1.89321 -0.61190 -1.16076
H -1.02435 1.41585 -2.99380
H 0.30843 2.64714 -2.52973
H 0.35746 1.05291 -0.65871
H 2.93715 -3.58222 3.22691
H 2.34433 -2.01264 2.73958
O 2.36799 -2.77506 3.43388
*
```

These are the natural (NBO) partial charges, in e, on atoms 1 to 6: -0.46 0.15 -0.40 0.27 0.24 0.26



No. 6
A molecular structure, C2H8NO2. Source: the OMol25 dataset; level of theory: ωB97M-V with the def2-TZVPD basis set.

Computed properties:
HOMO level: -3.607 eV
E_LUMO: 4.56 eV
energy above the lowest of the compared OMol25 structures with the same formula, charge and spin: 1.331 eV
strongest force on any atom: 3.1 eV/A

The geometry in ORCA input format:
```
! wB97M-V def2-TZVPD RIJCOSX def2/J DEFGRID3
* xyz -1 1
C -1.29209 1.00192 1.91539
O -0.80341 -0.28971 1.61887
H -1.56873 1.64903 1.03114
H -2.08115 0.89315 2.66775
H -0.37911 1.74484 2.23083
N 0.94695 -1.03685 -2.21616
C 0.23467 -0.16127 -1.24194
O 0.95737 0.30924 -0.13968
H 1.57659 -0.32212 -2.60933
H 1.55322 -1.56239 -1.60770
H -0.23373 0.65518 -1.73658
H -0.54124 -0.94085 -1.05780
H 0.15837 -0.05900 0.72060
*
```

These are the natural (NBO) partial charges, in e, on atoms 1 to 6: -0.24 -0.89 0.12 0.14 0.10 -0.86